Run a
C3H11NO2S | ωB97M-V/def2-TZVPD

Structure (ORCA input):
```
! RIJCOSX wB97M-V def2-TZVPD def2/J DEFGRID3
* xyz 0 1
N -1.129 -1.515 0.243
C -1.191 -0.042 0.316
C -1.041 0.495 1.738
O -2.113 0.104 2.608
C -0.051 0.671 -0.482
S -0.046 0.337 -2.265
H -0.210 -2.001 0.391
H -1.719 -1.935 0.915
H -2.241 0.290 -0.059
H -0.115 0.007 2.149
H -1.000 1.633 1.922
H -2.269 -0.644 2.063
H -0.413 1.755 -0.412
H 0.934 0.547 0.012
H 1.159 -0.275 -2.540
O 3.511 0.065 -2.492
H 3.709 -0.203 -1.563
H 4.226 0.710 -2.544
*
```

Values from the calculation:
SMILES: N[C@@H](CO)CS.O
HOMO energy, eV: -8.8

---

Run b
C3H11NO2S | ωB97M-V/def2-TZVPD

Structure (ORCA input):
```
! RIJCOSX wB97M-V def2-TZVPD def2/J DEFGRID3
* xyz 0 1
O -0.368 1.170 2.816
C -0.751 -0.078 2.182
N -1.071 0.149 0.830
C -0.229 -0.286 -0.241
C -1.020 -1.054 -1.321
S 0.096 -1.750 -2.592
H 0.225 0.931 3.537
H -1.596 -0.496 2.741
H 0.107 -0.739 2.256
H -1.603 0.988 0.699
H 0.514 -0.977 0.129
H 0.348 0.506 -0.741
H -1.693 -0.383 -1.845
H -1.505 -1.897 -0.836
H 0.242 -0.614 -3.287
O 2.537 2.761 0.679
H 1.881 3.271 0.176
H 3.300 3.351 0.701
*
```

Values from the calculation:
SMILES: OCNCCS.O
HOMO energy, eV: -8.7

---

Which structure is the least stable? The one labeled run a.